1.
Density functional theory data (ωB97M-V/def2-TZVPD) for a 3-piece molecular cluster, C12H26N3O4 overall.

```
45
C12H26N3O4 ωB97M-V/def2-TZVPD
O 0.9096 -1.2920 -2.1041
O 2.0902 -2.0308 -2.4632
C 2.5176 -1.4725 -3.6435
N 3.2970 -0.2433 -3.3390
C 3.4884 0.7688 -4.1381
N 2.8304 0.9019 -5.3324
C 3.1007 2.2914 -5.7909
C 4.4608 2.5260 -5.1561
N 4.3865 1.7782 -3.8798
H 0.4609 -1.9074 -1.4761
H 3.1700 -2.1930 -4.1368
H 1.6719 -1.2141 -4.2800
H 3.6864 -0.2016 -2.4051
H 1.8447 0.7193 -5.1703
H 2.3175 2.9498 -5.4084
H 3.1385 2.3797 -6.8727
H 4.7639 3.5586 -5.0278
H 5.2044 1.9971 -5.7531
H 4.0912 2.3336 -3.0818
C -1.7941 -3.1040 1.8403
C -2.2856 -1.6982 1.4975
C -1.0909 -1.1278 0.7508
O -0.4654 -2.2426 0.0907
C -1.0067 -3.4767 0.5944
H -2.5983 -3.8075 2.0469
H -1.1363 -3.0720 2.7111
H -3.1537 -1.7531 0.8375
H -2.5589 -1.1040 2.3665
H -0.3677 -0.6784 1.4383
H -1.3651 -0.3848 0.0008
H -1.6550 -3.9162 -0.1689
H -0.1823 -4.1626 0.7884
C -3.3171 1.6694 5.9399
C -2.1203 2.1648 5.1302
C -1.9616 1.0470 4.1078
O -3.2728 0.5326 3.8698
C -4.1801 1.0391 4.8556
H -3.8361 2.4593 6.4800
H -2.9987 0.9141 6.6610
H -2.3652 3.1046 4.6314
H -1.2218 2.3181 5.7258
H -1.3261 0.2439 4.4990
H -1.5415 1.3884 3.1592
H -4.8341 1.7817 4.3880
H -4.7957 0.2155 5.2171
```

Output
Kohn-Sham gap (eV): 8.28
Charge: +1
E_LUMO (eV): -2.95

Partial atomic charges computed with the natural (NBO) method, in multiples of e:
1. O -0.477
2. O -0.263
3. C 0.084
4. N -0.533
5. C 0.687
6. N -0.574
7. C -0.234
8. C -0.240
9. N -0.594
10. H 0.520
11. H 0.220
12. H 0.193
13. H 0.441
14. H 0.415
15. H 0.205
16. H 0.239
17. H 0.247
18. H 0.218
19. H 0.417
20. C -0.430
21. C -0.443
22. C -0.065
23. O -0.590
24. C -0.066
25. H 0.229
26. H 0.207
27. H 0.205
28. H 0.257
29. H 0.170
30. H 0.184
31. H 0.172
32. H 0.191
33. C -0.431
34. C -0.430
35. C -0.069
36. O -0.551
37. C -0.066
38. H 0.224
39. H 0.205
40. H 0.204
41. H 0.221
42. H 0.164
43. H 0.177
44. H 0.168
45. H 0.189



2.
Density functional theory data (ωB97M-V/def2-TZVPD) for an isolated molecule of C12H26N6O3.

```
47
C12H26N6O3 ωB97M-V/def2-TZVPD
H 5.8867 1.4578 -4.4635
N 5.0070 1.5011 -3.9148
C 4.3781 0.4169 -4.0348
N 4.7238 -0.7038 -4.7580
N 3.2367 0.2611 -3.3143
C 2.6840 -1.0668 -3.0577
C 1.8306 -1.0460 -1.7513
C 0.5762 -0.1159 -1.8721
C 0.5709 1.0443 -0.8181
N 1.6571 1.9894 -1.0935
C 0.5579 0.6017 0.6390
O 1.1124 1.2802 1.4742
N -0.1839 -0.5356 0.9024
C -0.3955 -1.0777 2.2098
C -1.3190 -0.2421 3.0889
C -2.7793 -0.2082 2.6717
C -3.4744 1.0731 3.2808
C -4.9193 1.1315 2.7619
N -5.0671 1.3290 1.3557
C -0.8845 -2.4923 2.0673
O -0.4809 -3.1754 1.1761
O -1.5973 -3.0479 3.0721
H 3.9157 -1.2206 -5.0812
H 5.4320 -0.5334 -5.4435
H 3.0966 0.9740 -2.5937
H 3.5094 -1.8107 -2.9174
H 2.0595 -1.4348 -3.9116
H 2.4622 -0.6900 -0.9429
H 1.4170 -2.0476 -1.5319
H 0.5797 0.3139 -2.8461
H -0.3748 -0.6339 -1.6918
H -0.4268 1.5671 -1.0093
H 2.0487 2.3390 -0.2370
H 1.3257 2.8237 -1.5837
H -0.4877 -1.1469 0.1714
H 0.6011 -1.1506 2.7588
H -1.1682 -0.6276 4.1150
H -0.8097 0.7488 3.0340
H -2.8659 -0.2349 1.5814
H -3.3068 -1.1177 3.0438
H -2.9646 1.9759 3.0356
H -3.4689 1.0812 4.3989
H -5.4193 0.1797 2.9885
H -5.4827 1.8951 3.2882
H -4.5367 0.6543 0.8186
H -4.6152 2.1762 1.0783
H -1.6406 -2.4547 3.8556
```

Output
SMILES: [H]/N=C(\N)NCCC[C@H](N)C(=O)N[C@@H](CCCCN)C(=O)O
Kohn-Sham gap (eV): 8.56
E_LUMO (eV): 0.33

Partial atomic charges computed with the natural (NBO) method, in multiples of e:
1. H 0.321
2. N -0.776
3. C 0.577
4. N -0.840
5. N -0.657
6. C -0.220
7. C -0.418
8. C -0.399
9. C -0.130
10. N -0.855
11. C 0.681
12. O -0.618
13. N -0.634
14. C -0.156
15. C -0.418
16. C -0.425
17. C -0.406
18. C -0.216
19. N -0.812
20. C 0.778
21. O -0.562
22. O -0.665
23. H 0.381
24. H 0.385
25. H 0.435
26. H 0.203
27. H 0.172
28. H 0.212
29. H 0.223
30. H 0.223
31. H 0.188
32. H 0.199
33. H 0.390
34. H 0.372
35. H 0.423
36. H 0.240
37. H 0.190
38. H 0.248
39. H 0.201
40. H 0.208
41. H 0.199
42. H 0.206
43. H 0.182
44. H 0.194
45. H 0.342
46. H 0.343
47. H 0.491



3.
Density functional theory data (ωB97M-V/def2-TZVPD) for a 2-piece molecular cluster, C12H27B2BrCl3FNO8P2S overall.

```
58
C12H27B2BrCl3FNO8P2S ωB97M-V/def2-TZVPD
C 2.2005 2.5860 0.1686
C 1.0324 2.9343 -0.7660
C -0.2404 2.2430 -0.2710
Br -1.7645 3.2411 -1.0597
B -0.2979 0.6080 -0.5188
P 0.6269 0.0624 -2.1647
C 0.0857 1.0438 -3.6363
C 2.4822 0.0219 -2.0334
O -1.6267 -0.0290 -0.6783
C -1.8377 -1.1081 0.1891
C -1.4097 -2.4253 -0.5359
C 0.0663 -2.9082 -0.5098
C 0.3267 -3.8344 -1.7298
Cl 1.6725 -3.3467 -2.8085
C -3.3365 -1.3854 0.5347
P -4.6023 -0.0644 0.5033
O -5.8559 -0.6797 0.0090
O -4.9292 0.4315 2.0097
O -4.2854 1.1743 -0.4136
C -0.9049 -0.6454 1.3816
B -0.4944 -1.7592 2.4655
N 0.7837 -1.7448 3.1227
O -1.3783 -2.7987 2.7485
S -1.6462 0.6560 2.5491
O -0.5336 1.1434 3.3028
O -2.3365 1.7162 1.9055
F -2.5395 -0.1642 3.6115
O 0.1252 -0.0336 0.7820
H 2.0710 3.1042 1.1234
H 2.2244 1.5168 0.4041
H 3.1894 2.8423 -0.2342
H 1.2499 2.7925 -1.8246
H 0.8658 4.0105 -0.6378
H -0.2398 2.4075 0.8088
H -0.9983 1.1335 -3.6691
H 0.3560 0.4545 -4.5195
H 0.5710 2.0195 -3.7571
H 2.8841 1.0405 -2.1475
H 2.7446 -0.3355 -1.0377
H 2.9364 -0.5709 -2.8259
H -1.9924 -3.2907 -0.1990
H -1.6932 -2.2861 -1.5806
H 0.1537 -3.5873 0.3503
H 0.8254 -2.1466 -0.3745
H -0.5683 -3.9691 -2.3335
H 0.5845 -4.8296 -1.3696
H -3.3354 -1.7861 1.5544
H -3.7608 -2.1729 -0.0800
H -5.3604 -0.3014 2.4732
H -5.1090 1.3377 -0.9015
H 0.7781 -2.4748 3.8323
H 0.9502 -0.8788 3.6323
H -1.4564 -2.8960 3.7072
C 6.6638 2.7034 0.3356
Cl 5.1599 2.0233 -0.2914
Cl 6.6315 4.4738 0.3364
H 6.8034 2.3586 1.3537
H 7.4882 2.3725 -0.2861
```

Output
Kohn-Sham gap (eV): 5.57
Charge: -1
E_LUMO (eV): 2.11

Partial atomic charges computed with the natural (NBO) method, in multiples of e:
1. C -0.618
2. C -0.428
3. C -0.495
4. Br -0.081
5. B 0.649
6. P 0.423
7. C -0.908
8. C -0.917
9. O -0.759
10. C 0.300
11. C -0.423
12. C -0.427
13. C -0.349
14. Cl -0.077
15. C -0.833
16. P 2.360
17. O -1.175
18. O -0.985
19. O -0.948
20. C -0.227
21. B 1.060
22. N -1.070
23. O -0.918
24. S 2.293
25. O -0.951
26. O -0.878
27. F -0.507
28. O -0.708
29. H 0.201
30. H 0.211
31. H 0.202
32. H 0.200
33. H 0.198
34. H 0.215
35. H 0.247
36. H 0.213
37. H 0.195
38. H 0.194
39. H 0.230
40. H 0.217
41. H 0.190
42. H 0.236
43. H 0.192
44. H 0.251
45. H 0.203
46. H 0.195
47. H 0.257
48. H 0.267
49. H 0.500
50. H 0.516
51. H 0.357
52. H 0.413
53. H 0.491
54. C -0.399
55. Cl 0.012
56. Cl -0.038
57. H 0.217
58. H 0.215



4.
Density functional theory data (ωB97M-V/def2-TZVPD) for a 2-piece molecular cluster, C12H27BCl2IO3 overall.

```
46
C12H27BCl2IO3 ωB97M-V/def2-TZVPD
C 3.4318 1.9538 0.3661
C 3.2183 0.5600 0.9088
O 3.5069 -0.3619 -0.1262
C 2.8919 -1.6236 0.0083
C 1.6993 -1.7309 -0.9089
O 0.6486 -1.0156 -0.3061
C -0.5517 -0.9156 -1.0976
B -1.3461 0.4875 -0.7325
C -0.3435 1.7211 -1.1551
C -1.0463 3.0332 -1.5391
C -0.2189 4.2969 -1.2590
I -1.1277 5.6411 0.1567
C -1.7033 0.4771 0.8860
Cl -1.4638 2.1258 1.6442
C -3.1143 0.0238 1.2111
C -3.4111 -1.3604 0.6672
Cl -3.3563 -0.0968 3.0401
H 3.1267 2.7048 1.0900
H 2.8691 2.0903 -0.5532
H 4.4880 2.1023 0.1443
H 2.1956 0.4346 1.2613
H 3.9059 0.3931 1.7455
H 2.5203 -1.7630 1.0268
H 3.6179 -2.4155 -0.1849
H 1.4170 -2.7772 -1.0714
H 1.9443 -1.2806 -1.8751
H -1.1398 -1.8246 -0.9476
H -0.2723 -0.8768 -2.1573
H -2.3666 0.5347 -1.4200
H 0.2051 1.3720 -2.0372
H 0.4151 1.8980 -0.3912
H -1.1936 3.0158 -2.6206
H -2.0326 3.1086 -1.0927
H -0.0603 4.8958 -2.1480
H 0.7469 4.0479 -0.8362
H -1.0320 -0.1632 1.4543
H -3.8502 0.7532 0.8949
H -3.6255 -1.3205 -0.3955
H -2.5841 -2.0250 0.8789
H -4.2906 -1.7629 1.1687
C -0.4552 -4.3783 0.8755
O -0.8314 -3.4317 1.8612
H -1.0380 -5.2797 1.0565
H -0.6734 -4.0144 -0.1319
H 0.6090 -4.6299 0.9400
H -0.3291 -2.6234 1.7007
```

Output
Kohn-Sham gap (eV): 8.33
Charge: -1
E_LUMO (eV): 2.64

Partial atomic charges computed with the natural (NBO) method, in multiples of e:
1. C -0.622
2. C -0.060
3. O -0.554
4. C -0.076
5. C -0.072
6. O -0.591
7. C -0.269
8. B 0.074
9. C -0.626
10. C -0.430
11. C -0.463
12. I 0.000
13. C -0.362
14. Cl -0.143
15. C -0.133
16. C -0.640
17. Cl -0.167
18. H 0.211
19. H 0.222
20. H 0.194
21. H 0.193
22. H 0.146
23. H 0.172
24. H 0.168
25. H 0.148
26. H 0.172
27. H 0.148
28. H 0.156
29. H -0.067
30. H 0.185
31. H 0.197
32. H 0.193
33. H 0.215
34. H 0.201
35. H 0.213
36. H 0.201
37. H 0.210
38. H 0.222
39. H 0.225
40. H 0.210
41. C -0.246
42. O -0.728
43. H 0.172
44. H 0.170
45. H 0.153
46. H 0.479



5.
Density functional theory data (ωB97M-V/def2-TZVPD) for a 2-piece molecular cluster, C12H27BrFN3O overall.

```
45
C12H27BrFN3O ωB97M-V/def2-TZVPD
C -0.3393 2.2991 4.3807
O 0.0054 3.2129 3.2456
C 0.1636 2.3001 2.1015
C -0.3054 2.9787 0.6478
C -0.9996 1.7649 -0.2077
C -1.0903 2.0161 -1.8255
C -0.9812 0.5036 -2.5310
C -2.3247 -0.3804 -2.2152
C -2.2151 -1.3794 -0.9207
N -1.3843 -2.6254 -1.1273
C -0.0980 -2.8235 -0.6118
N 0.5352 -4.1760 -0.9504
N 0.5649 -1.7516 0.2325
C 1.9450 -2.1011 0.6807
C 2.8889 -0.7620 1.0162
C 2.9508 0.0923 -0.3977
Br 4.5656 1.3151 -0.4836
H -0.0507 2.7555 5.4227
H -1.4845 2.0779 4.2772
H 0.2727 1.2814 4.2631
H -0.6158 1.4129 2.2756
H 1.2175 1.7973 2.0206
H -1.1472 3.8076 0.8034
H 0.5742 3.5023 0.0809
H -2.0427 1.5305 0.2734
H -0.2965 0.8115 -0.0601
H -2.2081 2.3644 -2.0451
H -0.2832 2.7651 -2.2328
H 0.0214 0.0368 -2.0834
H -0.7521 0.6314 -3.6958
H -3.2088 0.3854 -1.9755
H -2.6784 -0.9499 -3.1952
H -1.8667 -0.8704 0.0689
H -3.3252 -1.7583 -0.6990
H -1.8406 -3.4095 -1.6842
H -0.0505 -4.7208 -1.6205
H 1.4122 -3.9394 -1.5065
H -0.0261 -1.6402 1.1074
H 1.8547 -2.7271 1.6922
H 2.5706 -2.7117 -0.1214
H 2.5002 -0.1476 1.9338
H 4.0161 -1.0831 1.2393
H 3.0462 -0.6469 -1.3238
H 1.9673 0.7239 -0.4647
F -1.4577 -1.7624 -3.7847
```

Output
Kohn-Sham gap (eV): 6.77
E_LUMO (eV): -0.49

Partial atomic charges computed with the natural (NBO) method, in multiples of e:
1. C -0.278
2. O -0.560
3. C -0.069
4. C -0.433
5. C -0.424
6. C -0.429
7. C -0.390
8. C -0.447
9. C -0.238
10. N -0.480
11. C 0.697
12. N -0.819
13. N -0.635
14. C -0.240
15. C -0.436
16. C -0.449
17. Br -0.021
18. H 0.209
19. H 0.187
20. H 0.170
21. H 0.153
22. H 0.172
23. H 0.221
24. H 0.215
25. H 0.210
26. H 0.182
27. H 0.206
28. H 0.214
29. H 0.181
30. H 0.252
31. H 0.173
32. H 0.354
33. H 0.202
34. H 0.221
35. H 0.456
36. H 0.402
37. H 0.401
38. H 0.413
39. H 0.208
40. H 0.215
41. H 0.226
42. H 0.240
43. H 0.231
44. H 0.241
45. F -0.904



6.
Density functional theory data (ωB97M-V/def2-TZVPD) for a 3-piece molecular cluster, C12H27Cl4N4O2 overall.

```
49
C12H27Cl4N4O2 ωB97M-V/def2-TZVPD
C 2.8273 0.5009 2.3947
C 1.4369 0.3302 2.9901
N 0.4624 0.7144 1.9917
C -0.9356 0.7068 2.3941
C -1.8066 0.6740 1.1272
N -1.7327 1.8659 0.3107
C -1.3114 -0.5144 3.2335
N -0.2200 -1.0136 4.1344
O -0.6280 -2.2814 4.5921
C 1.1619 -1.1159 3.4338
O 0.9927 -1.9161 2.3296
C 2.1833 -1.6422 4.4660
C 3.0057 -2.8019 3.9300
N 4.1502 -2.7459 3.4128
H 3.6192 0.2648 3.1009
H 2.9197 -0.1233 1.5068
H 2.9660 1.5409 2.0996
H 1.3571 0.9494 3.9089
H 0.7053 1.6341 1.6455
H -1.2063 1.6128 2.9597
H -2.8498 0.4775 1.3958
H -1.4501 -0.1715 0.5350
H -0.8561 1.8964 -0.1980
H -1.8072 2.7210 0.8492
H -1.5921 -1.3664 2.6179
H -2.1418 -0.2814 3.8970
H -0.1179 -0.3685 4.9224
H -0.5678 -2.2903 5.5578
H 0.6398 -2.7832 2.5663
H 2.8413 -0.8334 4.7818
H 1.6683 -1.9909 5.3641
H 2.5456 -3.7882 4.0247
H 4.5283 -1.7987 3.3724
Cl 0.8852 0.9514 -5.3232
C -0.3579 0.5275 -4.1196
C -0.5690 1.6250 -3.1105
Cl 0.8663 1.8432 -2.0531
H -0.0494 -0.4003 -3.6446
H -1.2873 0.3637 -4.6646
H -1.4122 1.3820 -2.4659
H -0.7516 2.5804 -3.5945
Cl -2.1428 -1.3806 -7.7505
C -2.3674 0.0395 -8.8055
C -2.0661 1.3295 -8.0875
Cl -3.2641 1.6741 -6.8068
H -3.3916 0.0162 -9.1678
H -1.6840 -0.0740 -9.6449
H -2.1092 2.1571 -8.7928
H -1.0864 1.3032 -7.6168
```

Output
Kohn-Sham gap (eV): 8.63
Charge: +1
E_LUMO (eV): -3.55

Partial atomic charges computed with the natural (NBO) method, in multiples of e:
1. C -0.613
2. C -0.080
3. N -0.617
4. C -0.089
5. C -0.211
6. N -0.830
7. C -0.234
8. N -0.089
9. O -0.524
10. C 0.453
11. O -0.677
12. C -0.541
13. C 0.126
14. N -0.527
15. H 0.212
16. H 0.249
17. H 0.235
18. H 0.164
19. H 0.391
20. H 0.180
21. H 0.194
22. H 0.211
23. H 0.375
24. H 0.359
25. H 0.247
26. H 0.239
27. H 0.421
28. H 0.501
29. H 0.495
30. H 0.245
31. H 0.218
32. H 0.174
33. H 0.331
34. Cl -0.055
35. C -0.396
36. C -0.376
37. Cl -0.091
38. H 0.222
39. H 0.242
40. H 0.230
41. H 0.233
42. Cl -0.064
43. C -0.386
44. C -0.386
45. Cl -0.075
46. H 0.227
47. H 0.228
48. H 0.227
49. H 0.230